[1]
Here is a structure of composition C28H37F6N3O10S3SiZr in a non-equilibrium geometry from the OMol25 dataset. Energies are from wB97M-V/def2-TZVPD.

Results
- Gap between HOMO and LUMO (alpha / beta): 2.528 / 2.523 eV
- Largest force on an atom: 5.31 eV Å⁻¹
- ΔE to the lowest compared entry with this formula, charge and spin: 304.38 kJ/mol

Structure (XYZ):
```
89
Properties=species:S:1:pos:R:3:forces:R:3:lowdin_charge:R:1
Zr -2.0473 0.0518 2.7306 -0.49 1.09 -0.55 1.98
O -2.3081 2.1278 -1.4250 -0.47 0.18 2.01 0.06
C -2.8114 3.3081 -0.9885 -0.49 -0.88 0.06 -0.25
C -2.8467 4.4015 -1.8439 -0.48 0.60 -0.35 0.00
C -3.6426 5.5241 -1.6102 0.35 0.47 0.26 -0.05
C -4.2802 5.6455 -0.3508 -0.16 -0.11 0.32 -0.09
C -4.1317 4.6181 0.5751 0.40 0.23 -0.14 -0.03
C -3.4098 3.4435 0.2735 -0.27 0.50 0.41 -0.10
C -3.2239 2.4707 1.3399 0.25 -0.59 0.57 -0.34
O -2.5945 1.3017 1.0065 -0.58 -0.47 2.68 -0.24
N -3.6190 2.7442 2.5652 0.33 0.17 -1.06 0.05
N -3.3500 1.7621 3.4868 -0.86 -0.65 1.11 -0.12
C -4.0392 1.8908 4.6337 0.66 1.13 -3.29 -0.02
C -4.0215 0.9563 5.6596 1.28 -1.35 2.53 -0.16
C -4.4444 1.3394 6.9717 -0.54 0.62 0.07 -0.01
C -4.1854 0.5667 8.0901 0.40 -0.64 -0.72 -0.07
C -3.5106 -0.6562 7.9301 0.30 -0.26 -0.69 -0.06
C -3.0897 -1.1174 6.6778 -0.11 0.44 -0.36 0.01
C -3.3140 -0.2809 5.5489 -0.80 -1.04 0.09 -0.28
O -2.9875 -0.7749 4.3252 0.97 1.17 -0.45 -0.28
H -2.4276 1.5317 -0.5971 0.80 0.66 -2.00 0.09
H -2.2227 4.2797 -2.6965 0.07 0.14 -0.92 0.12
H -3.7311 6.3735 -2.3546 0.29 -1.29 0.93 0.13
H -4.8362 6.5530 -0.0526 0.33 -0.65 -0.42 0.11
H -4.4834 4.6677 1.6051 -0.21 0.33 -0.42 0.10
H -4.6274 2.8236 4.7063 0.25 -0.58 0.02 0.15
H -5.0060 2.2939 7.0968 0.61 -0.76 -0.22 0.13
H -4.4466 0.8211 9.1047 -0.30 0.44 -0.12 0.11
H -3.3176 -1.2637 8.8073 -0.01 0.00 -0.08 0.11
H -2.5896 -2.1077 6.5241 -0.55 1.13 0.21 0.13
F -0.8619 -3.9642 4.4611 0.06 0.74 -0.50 0.16
C 0.0040 -3.8694 3.4667 0.40 -2.46 0.29 -0.54
F -0.3450 -4.8015 2.5154 0.82 1.79 1.27 0.13
F 1.2337 -4.1934 3.9962 -1.89 1.28 -1.56 0.14
S -0.0794 -2.1850 2.4927 -0.88 1.10 -0.50 0.79
O -1.5609 -2.0703 2.0267 2.91 0.06 1.00 -0.41
O 1.0172 -2.2244 1.5892 -1.05 -0.35 0.39 -0.21
N -0.0660 -0.8245 3.4801 0.37 -0.29 0.00 -0.42
S 0.9024 0.5022 3.2038 -1.08 0.33 -5.19 0.74
O 2.0529 0.3530 2.3694 -0.45 -0.14 2.05 -0.18
O -0.1314 1.4041 2.5232 -0.05 -1.54 2.37 -0.37
C 1.2512 1.2031 4.8557 1.26 0.80 2.28 -0.59
F 1.7777 2.4602 4.8158 -1.00 -2.15 -0.46 0.16
F 2.1756 0.3630 5.4027 -1.32 1.02 -0.48 0.13
F 0.1229 1.2296 5.5993 1.09 -0.18 -0.84 0.14
C 3.7035 1.9011 -4.1433 -0.56 -0.07 0.20 -0.04
C 2.7191 1.1105 -5.0189 0.10 -0.37 0.75 -0.68
C 1.2979 1.6776 -4.9894 0.11 1.06 0.87 -0.09
C 3.1727 1.0508 -6.4496 0.60 -0.67 -0.87 -0.06
O 2.7712 -0.2423 -4.5335 -0.50 -0.28 0.05 -0.16
Si 2.3020 -0.8300 -3.0556 -1.02 2.35 1.15 -0.13
S 1.0126 0.5203 -1.9868 0.87 -0.70 0.31 0.23
O 3.6837 -1.2013 -2.2842 0.64 -0.55 1.43 -0.18
C 4.1416 -2.1072 -1.1606 -0.93 0.95 -2.45 -0.59
C 5.5344 -2.3502 -1.6859 2.06 -0.97 0.59 -0.06
C 4.0952 -1.3948 0.1699 1.07 -0.01 0.31 -0.04
C 3.2353 -3.3147 -1.2065 -0.67 0.10 -1.38 -0.04
O 1.5181 -2.2218 -3.2621 -0.79 -1.28 -0.43 -0.19
C 0.1234 -2.4854 -3.4745 0.54 -0.32 0.49 -0.64
C -0.6240 -2.4938 -2.0720 1.08 -0.95 -1.15 -0.04
C -0.4378 -1.4929 -4.4436 -1.27 1.76 -0.50 -0.08
C 0.0960 -3.8852 -4.1030 1.06 -1.06 1.50 -0.05
H 3.8099 2.8775 -4.6102 0.19 0.38 0.30 0.07
H 4.6936 1.3998 -4.0921 -0.67 0.22 -0.10 0.09
H 3.2479 1.9700 -3.1240 0.55 0.14 -0.72 0.06
H 1.2456 2.6478 -5.5459 0.02 -0.75 0.42 0.09
H 0.9428 1.7920 -3.9456 0.39 0.35 -0.59 -0.02
H 0.5944 0.9736 -5.3839 -0.26 -0.41 -0.78 0.05
H 2.9958 2.0381 -6.9492 0.31 -0.98 0.21 0.09
H 2.6478 0.2000 -6.9675 0.24 1.05 0.32 0.10
H 4.2470 0.7614 -6.4437 -0.50 0.42 -0.30 0.09
H 5.9490 -1.3687 -2.0154 -0.14 -0.78 0.42 0.09
H 5.5121 -3.0124 -2.5892 -0.07 0.55 0.79 0.09
H 6.2524 -2.8369 -0.9067 -1.20 0.79 -1.21 0.11
H 4.5436 -0.3998 0.0614 0.19 -0.28 0.19 0.10
H 4.6139 -2.0080 0.9512 -0.10 0.54 -0.65 0.10
H 3.1089 -1.2349 0.5367 -0.97 0.06 -0.07 0.03
H 3.1518 -3.6977 -2.2579 0.48 0.14 0.97 0.10
H 2.2041 -2.9790 -1.0268 0.33 -0.25 0.49 0.06
H 3.5625 -4.0881 -0.5371 0.04 -0.45 0.46 0.08
H -0.7690 -1.5074 -1.6727 -0.12 0.53 -0.14 0.00
H 0.0484 -3.0219 -1.3652 -0.50 0.01 -0.34 0.07
H -1.5592 -3.0410 -2.2094 -0.08 0.04 0.25 0.07
H -0.4629 -0.4591 -3.9866 -0.19 -1.15 -0.32 0.05
H -1.4672 -1.7762 -4.7867 0.69 0.20 0.43 0.10
H 0.1672 -1.3749 -5.3547 0.07 -0.43 0.30 0.09
H 0.7177 -4.5491 -3.4042 -1.07 0.62 -0.77 0.10
H 0.6449 -3.9616 -5.0562 -0.54 0.41 0.18 0.09
H -0.9357 -4.2623 -4.1565 0.37 -0.02 -0.22 0.08
```
Forces are in eV/Å.

---

[2]
Here is the ion C28H37N2O3 with charge +1 from the OMol25 dataset. Energies are from wB97M-V/def2-TZVPD.

Results
- Gap between HOMO and LUMO: 8.503 eV
- Total charge: +1
- Largest force on an atom: 0.96 eV Å⁻¹
- SMILES: Cc1ccccc1OCc1n(CC(=O)O[C@@H]2C[C@H](C)CC[C@H]2C(C)C)c2ccccc2[n+]1C
- ΔE to the lowest compared entry with this formula, charge and spin: 5.03 kJ/mol

Structure (XYZ):
```
70
Properties=species:S:1:pos:R:3:forces:R:3:lowdin_charge:R:1
C -1.4489 -0.0322 -5.1436 0.04 0.04 0.04 -0.02
C -0.7808 -1.3460 -4.8891 0.10 0.10 0.17 -0.20
C -1.0469 -2.4623 -5.6654 0.10 0.05 0.13 -0.03
C -0.4268 -3.6761 -5.4192 0.05 -0.13 0.03 -0.07
C 0.4725 -3.7872 -4.3773 -0.04 -0.06 -0.09 -0.07
C 0.7548 -2.6855 -3.5844 0.13 0.21 0.20 -0.02
C 0.1380 -1.4730 -3.8411 -0.15 -0.16 -0.22 -0.21
O 0.3521 -0.3210 -3.0927 -0.10 -0.15 -0.15 -0.06
C 1.4735 -0.2599 -2.2600 0.27 0.32 -0.16 -0.08
C 1.3192 -1.0457 -0.9918 -0.10 -0.07 -0.06 -0.15
N 0.1756 -1.1717 -0.3112 0.60 -0.29 -0.38 0.07
C -0.9798 -0.3315 -0.4691 -0.37 0.82 0.14 0.04
C -0.6585 0.9882 0.2814 0.06 -0.77 -0.37 -0.46
O 0.4638 1.4242 0.2716 0.09 0.22 0.05 0.14
O -1.7165 1.4416 0.8895 -0.41 -0.08 -0.08 0.07
C -1.6406 2.6051 1.7573 0.39 0.64 0.25 -0.22
C -1.3642 3.8708 0.9528 -0.29 -0.13 0.11 -0.10
C -1.4371 5.1029 1.8575 0.33 0.05 -0.16 -0.37
C -1.1489 6.3697 1.0585 -0.19 -0.20 0.16 -0.06
C -0.4491 4.9398 3.0123 -0.38 -0.05 0.12 -0.16
C -0.7253 3.6579 3.7928 0.23 0.01 -0.23 -0.14
C -0.6101 2.4335 2.8813 -0.23 -0.33 -0.01 -0.25
C -0.7518 1.0829 3.6154 0.15 0.08 0.04 -0.38
C -1.9584 1.0166 4.5486 0.16 -0.07 -0.28 -0.05
C 0.5266 0.7493 4.3834 -0.21 -0.01 -0.23 -0.06
C 0.4224 -1.9439 0.8089 0.66 -0.47 0.36 -0.11
C -0.3980 -2.3464 1.8542 0.02 0.04 -0.05 0.01
C 0.1807 -3.1190 2.8403 -0.08 0.06 -0.06 -0.05
C 1.5270 -3.4869 2.7878 0.09 0.01 -0.06 -0.05
C 2.3484 -3.0949 1.7504 0.02 0.04 -0.08 0.02
C 1.7781 -2.3098 0.7564 -0.80 -0.05 0.54 -0.11
N 2.2980 -1.7297 -0.3863 -0.74 0.34 -0.17 0.02
C 3.6665 -1.8204 -0.8269 0.62 0.02 -0.36 0.03
H -2.2036 0.1634 -4.3820 -0.08 0.10 0.02 0.09
H -0.7229 0.7771 -5.1039 -0.04 0.11 -0.05 0.09
H -1.9336 -0.0317 -6.1151 -0.05 0.03 -0.05 0.08
H -1.7489 -2.3749 -6.4804 -0.08 0.04 -0.10 0.12
H -0.6454 -4.5305 -6.0396 -0.02 -0.09 -0.06 0.11
H 0.9605 -4.7274 -4.1723 0.04 -0.09 0.01 0.11
H 1.4548 -2.7945 -2.7689 0.08 -0.03 0.05 0.10
H 2.3787 -0.5841 -2.7895 -0.10 0.00 0.11 0.14
H 1.5822 0.8002 -1.9944 0.07 -0.24 0.03 0.16
H -1.8634 -0.8096 -0.0496 0.12 -0.05 -0.08 0.14
H -1.1417 -0.1072 -1.5261 -0.02 -0.10 0.21 0.14
H -2.6512 2.6454 2.1751 0.11 -0.02 -0.03 0.16
H -0.3691 3.8056 0.5085 0.02 0.01 -0.02 0.13
H -2.0959 3.9520 0.1458 0.00 0.02 -0.05 0.13
H -2.4496 5.1712 2.2704 -0.02 -0.01 0.04 0.15
H -1.8659 6.4858 0.2496 -0.05 0.07 -0.12 0.08
H -0.1497 6.3324 0.6305 0.14 0.01 -0.06 0.08
H -1.2135 7.2441 1.7005 0.01 0.14 0.03 0.08
H -0.5257 5.7973 3.6820 0.07 0.07 -0.01 0.12
H 0.5683 4.9164 2.6158 0.09 0.04 -0.04 0.13
H -0.0114 3.5698 4.6114 -0.05 -0.05 0.11 0.12
H -1.7279 3.7101 4.2190 -0.06 0.00 0.12 0.12
H 0.3840 2.4497 2.4220 -0.08 0.05 0.02 0.14
H -0.8772 0.3052 2.8500 0.01 0.05 0.07 0.11
H -2.8771 1.2728 4.0273 -0.19 0.04 0.01 0.08
H -2.0634 0.0075 4.9410 -0.07 -0.08 0.08 0.08
H -1.8334 1.6908 5.3906 -0.03 0.09 0.13 0.08
H 0.6991 1.4686 5.1787 0.07 0.08 0.15 0.08
H 0.4477 -0.2383 4.8323 0.04 -0.10 0.10 0.08
H 1.3891 0.7551 3.7195 0.14 0.00 -0.04 0.08
H -1.4388 -2.0713 1.9009 -0.13 0.05 0.01 0.12
H -0.4198 -3.4482 3.6731 -0.08 -0.03 0.07 0.12
H 1.9345 -4.0934 3.5807 0.05 -0.06 0.07 0.12
H 3.3845 -3.3898 1.7247 0.12 -0.03 0.00 0.11
H 4.1131 -0.8278 -0.8928 -0.01 -0.07 0.05 0.12
H 3.7293 -2.3065 -1.8026 -0.02 0.00 0.08 0.11
H 4.2292 -2.4115 -0.1093 -0.05 0.05 -0.03 0.10
```
Forces are in eV/Å.

---

[3]
Here is a cluster of 2 separate species, C28H37N4O2 in total in a non-equilibrium geometry from the OMol25 dataset. Energies are from wB97M-V/def2-TZVPD.

Results
- Gap between HOMO and LUMO: 5.297 eV
- Total charge: +1
- Largest force on an atom: 2.19 eV Å⁻¹
- ΔE to the lowest compared entry with this formula, charge and spin: 52.43 kJ/mol

Structure (XYZ):
```
71
Properties=species:S:1:pos:R:3:forces:R:3:lowdin_charge:R:1
C -0.0109 -4.8750 -0.8032 0.12 0.02 -0.18 -0.16
C -0.1052 -3.4581 -0.2131 1.92 -0.58 0.27 -0.27
N -1.3166 -2.8083 -0.4681 -2.09 0.64 -0.10 0.04
C -2.3496 -3.5587 -0.3722 -0.22 -1.47 -0.34 -0.33
C -3.7563 -3.0812 -0.5876 -0.36 0.15 -0.01 -0.10
C -4.6819 -4.2991 -0.3674 -0.07 0.14 0.21 -0.14
C -3.7424 -5.5162 -0.2325 0.75 0.13 -0.08 -0.13
N -2.3758 -4.9458 -0.1486 -0.23 1.50 -0.28 -0.05
C -1.1527 -5.7503 -0.2901 -0.46 0.15 0.40 -0.15
H -0.0556 -4.8151 -1.8975 -0.08 0.10 0.14 0.11
H 0.9591 -5.3289 -0.5628 -0.27 0.06 0.04 0.11
H 0.0325 -3.5075 0.8767 0.22 -0.13 0.00 0.12
H 0.7045 -2.8227 -0.6038 0.01 -0.34 0.12 0.10
H -3.9818 -2.2577 0.1024 0.01 -0.15 -0.24 0.11
H -3.8402 -2.7003 -1.6137 0.05 0.01 0.26 0.12
H -5.2834 -4.1705 0.5439 0.23 -0.06 -0.27 0.11
H -5.3901 -4.4176 -1.1992 0.28 -0.05 0.28 0.11
H -3.9533 -6.1143 0.6626 0.00 0.09 -0.21 0.12
H -3.8060 -6.1700 -1.1103 0.00 -0.01 0.11 0.12
H -1.3608 -6.5846 -0.9666 0.06 0.07 -0.03 0.12
H -0.9114 -6.1821 0.6869 0.08 -0.01 -0.08 0.12
C 5.1459 1.3572 -5.6070 0.02 0.24 -0.08 -0.18
C 3.9040 0.6898 -5.0263 -0.45 0.15 0.48 -0.13
N 2.9588 1.7188 -4.5595 0.37 0.57 0.93 -0.12
C 2.0391 1.4498 -3.4953 0.41 -0.10 -0.96 -0.18
C 0.7734 0.9053 -3.7557 0.34 0.29 -0.31 0.02
C -0.1016 0.6425 -2.7406 -0.41 -0.15 0.37 0.01
C 0.2225 0.9193 -1.3923 0.15 -0.03 0.07 -0.18
C -0.7377 0.6338 -0.3851 0.29 0.19 -0.11 0.13
C -0.7732 1.0570 0.9629 -0.03 0.06 0.09 -0.18
C 0.0242 2.1092 1.4612 -0.08 0.08 -0.21 0.00
C -0.0451 2.5028 2.7679 -0.20 0.03 0.47 0.02
C -0.9385 1.8832 3.6603 0.54 0.00 0.73 -0.18
N -0.9574 2.2409 5.0497 -0.94 -0.15 0.49 -0.11
C 0.0291 1.5349 5.9036 -0.05 -0.10 -0.78 -0.12
C -0.0417 1.9339 7.3739 -0.38 0.29 0.04 -0.18
O -0.0781 3.3393 7.5396 0.48 0.20 -0.30 -0.13
C -1.2158 3.9036 6.9135 0.08 -0.40 0.19 -0.18
C -1.2191 3.6587 5.4050 0.31 -0.25 -0.79 -0.13
C -1.7478 0.8409 3.1720 0.22 0.30 0.54 0.03
C -1.6791 0.4459 1.8643 0.16 0.18 -0.37 0.02
C 1.5262 1.4163 -1.1392 -0.19 -0.24 0.05 0.00
C 2.3992 1.6853 -2.1580 0.16 -0.07 -0.36 0.03
C 2.6127 2.6506 -5.6432 -0.50 -0.53 0.43 -0.14
C 3.8888 3.2700 -6.2070 0.29 -0.13 0.10 -0.18
O 4.8096 2.2754 -6.6416 -0.39 -0.30 -0.10 -0.13
H 5.6889 1.9060 -4.8315 -0.06 -0.06 0.25 0.12
H 5.8371 0.6233 -6.0372 -0.29 0.11 -0.01 0.13
H 3.3963 0.1026 -5.7972 0.14 -0.21 -0.20 0.13
H 4.1373 0.0180 -4.1928 0.18 0.15 -0.15 0.13
H 0.5200 0.6568 -4.7727 -0.12 0.03 -0.17 0.13
H -1.0615 0.2058 -2.9695 -0.16 -0.09 0.02 0.13
H -1.5653 0.0147 -0.7004 -0.11 -0.25 -0.06 0.12
H 0.6553 2.6497 0.7837 0.14 0.19 -0.03 0.11
H 0.6202 3.2667 3.1398 -0.05 0.21 -0.02 0.13
H -0.1606 0.4619 5.7938 0.09 0.05 0.15 0.13
H 1.0275 1.7285 5.4978 0.25 0.04 0.22 0.12
H -0.9403 1.5326 7.8542 -0.08 -0.27 -0.14 0.13
H 0.8301 1.5655 7.9298 -0.18 0.08 -0.32 0.14
H -2.0982 3.4631 7.3912 -0.21 0.00 -0.21 0.13
H -1.2079 4.9758 7.1493 0.03 -0.29 -0.27 0.14
H -0.4800 4.2992 4.9127 0.11 0.24 0.20 0.11
H -2.1977 3.9214 4.9883 0.09 0.04 0.14 0.13
H -2.4312 0.3605 3.8478 -0.17 -0.09 0.21 0.12
H -2.3157 -0.3429 1.5117 -0.15 -0.32 -0.16 0.11
H 1.8664 1.5145 -0.1268 0.14 0.06 0.17 0.11
H 3.3756 2.0875 -1.9471 0.21 -0.02 0.00 0.13
H 2.0877 2.0874 -6.4192 -0.05 0.14 -0.40 0.12
H 1.9232 3.4051 -5.2485 0.25 0.04 -0.13 0.13
H 3.6812 3.9167 -7.0666 -0.06 -0.28 0.11 0.13
H 4.3909 3.8794 -5.4493 -0.17 0.08 0.21 0.12
```
Forces are in eV/Å.

---

- Which of these has the highest largest force on an atom?
  C28H37F6N3O10S3SiZr